Entry 1:
Density functional theory data (ωB97M-V/def2-TZVPD) for a molecular structure, C24H46Cl2EuN3O5Si.

The spin multiplicity is 8. The calculation puts the LUMO energy (spin up / spin down) at 2.63 / 2.62 eV. As for the gap between HOMO and LUMO (spin up / spin down): 0.143 / 0.163 hartree. As for the total charge: -1. Its expectation value of S² is 15.760.

The geometry in XYZ format:
```
82
Properties=species:S:1:pos:R:3:lowdin_spin:R:1
C -0.28 1.84 -3.11 0.001
C 0.32 2.78 -2.14 0.001
H -1.09 2.30 -3.69 0.000
H -0.68 0.94 -2.60 0.001
H 0.49 1.48 -3.81 0.000
C 0.13 4.11 -2.06 0.000
C -0.70 4.92 -2.98 0.000
H 0.66 4.67 -1.29 0.000
H -1.26 4.33 -3.72 0.000
H -0.08 5.65 -3.52 0.000
H -1.43 5.52 -2.41 0.000
Eu 0.36 -0.39 0.33 6.986
Cl -1.20 -1.39 -1.31 -0.001
C 2.71 0.75 2.01 0.003
O 1.47 0.67 2.24 -0.004
N 3.43 1.18 3.03 0.001
C 2.80 1.36 4.33 0.000
C 4.77 1.62 2.81 0.000
H 3.22 0.59 1.02 0.002
H 1.80 0.92 4.34 0.000
H 2.74 2.43 4.56 0.000
H 3.43 0.88 5.09 0.000
H 5.03 1.45 1.76 0.000
H 5.44 1.06 3.47 0.000
H 4.84 2.70 3.03 0.000
H 0.74 -5.06 3.47 0.000
H 1.19 -6.27 1.20 0.000
C -0.07 -4.53 2.97 0.000
C 0.36 -5.69 0.79 0.000
N 0.23 -4.47 1.52 0.002
H -0.17 -3.51 3.37 0.000
C 0.32 -3.35 0.92 0.005
O -0.03 -2.34 1.62 -0.004
H 0.57 -5.43 -0.26 0.000
H 0.56 -3.27 -0.19 0.003
H -1.00 -5.08 3.11 0.000
H -0.57 -6.25 0.85 0.000
H -2.41 2.16 -1.08 0.000
H -1.77 4.15 0.34 0.000
C -2.87 1.67 -0.19 0.001
C -2.31 3.67 1.17 0.000
N -2.26 2.23 1.01 0.000
H -2.69 0.59 -0.24 0.001
C -1.52 1.49 1.84 0.001
O -1.40 0.25 1.73 -0.001
H -1.84 3.94 2.13 0.000
H -1.03 2.04 2.66 0.000
H -3.95 1.90 -0.18 0.000
H -3.35 4.00 1.16 0.000
O 0.29 1.66 -0.25 -0.008
C 1.21 2.11 -1.13 0.004
C 1.79 3.54 0.89 0.000
C 2.16 2.97 -0.33 0.001
H 0.81 3.30 1.31 0.000
C 2.67 4.40 1.54 0.000
H 1.78 1.30 -1.63 0.004
C 3.41 3.23 -0.88 0.000
H 2.37 4.86 2.48 0.000
C 3.92 4.68 0.98 0.000
C 4.29 4.08 -0.22 0.000
H 3.68 2.75 -1.83 0.000
H 4.61 5.35 1.49 0.000
H 5.26 4.28 -0.66 0.000
Si -4.41 -4.19 -3.91 0.000
Cl -4.84 -2.67 -5.25 0.000
C -5.42 -3.88 -2.36 0.000
C -2.58 -4.13 -3.55 0.000
C -4.90 -5.81 -4.72 0.000
H -5.16 -2.91 -1.92 0.000
H -5.23 -4.66 -1.61 0.000
H -6.50 -3.88 -2.59 0.000
H -5.97 -5.82 -4.96 0.000
H -4.69 -6.66 -4.05 0.000
H -4.33 -5.96 -5.65 0.000
H -2.29 -3.16 -3.11 0.000
H -2.00 -4.27 -4.48 0.000
H -2.29 -4.92 -2.85 0.000
C 2.19 -2.22 2.95 0.000
O 1.59 -1.64 1.87 -0.003
H 1.53 -2.16 3.80 0.000
H 3.09 -1.62 3.03 0.000
H 2.35 -3.17 2.50 0.000
```

Entry 2:
Density functional theory data (ωB97M-V/def2-TZVPD) for a single C25H26N2O molecule.

The SMILES is Cc1cc(C)cc(NC(=O)c2ccc(CN3CCc4ccccc4C3)cc2)c1. The calculation puts the LUMO energy at 0.57 eV. As for the gap between HOMO and LUMO: 0.328 hartree. As for the total charge: 0.

The geometry in XYZ format:
```
54
Properties=species:S:1:pos:R:3:mulliken_charge:R:1
C -3.06 -2.65 -5.72 -1.528
C -3.36 -1.42 -4.92 0.650
C -4.25 -0.48 -5.40 -0.701
C -4.55 0.67 -4.67 0.797
C -3.93 0.87 -3.45 -0.794
C -3.03 -0.06 -2.95 0.708
C -2.75 -1.21 -3.69 -0.854
H -2.05 -1.93 -3.31 0.293
N -2.38 0.09 -1.72 -0.141
C -2.43 1.13 -0.84 0.513
O -3.05 2.15 -1.01 -0.658
C -1.61 0.91 0.39 0.615
C -1.44 -0.34 0.98 -0.682
C -0.69 -0.47 2.13 -0.568
C -0.09 0.64 2.72 1.069
C -0.28 1.88 2.14 -0.340
C -1.03 2.02 0.99 -0.969
H -1.20 2.99 0.55 0.434
H 0.16 2.76 2.60 0.375
C 0.80 0.48 3.94 -1.995
N 2.21 0.27 3.63 0.164
C 2.86 1.39 2.98 -0.632
C 4.36 1.24 3.19 -1.051
C 4.84 -0.11 2.74 0.611
C 6.18 -0.33 2.46 -0.574
C 6.62 -1.58 2.07 -0.581
C 5.72 -2.63 1.96 -0.572
C 4.39 -2.41 2.25 -0.731
C 3.93 -1.16 2.64 0.585
C 2.47 -0.96 2.91 -0.690
H 2.09 -1.79 3.50 0.417
H 1.94 -0.98 1.93 0.265
H 3.68 -3.23 2.16 0.405
H 6.06 -3.61 1.66 0.386
H 7.67 -1.74 1.85 0.382
H 6.88 0.49 2.54 0.418
H 4.90 2.03 2.65 0.440
H 4.59 1.36 4.25 0.309
H 2.52 2.32 3.45 0.387
H 2.63 1.44 1.91 0.292
H 0.47 -0.39 4.52 0.479
H 0.73 1.37 4.57 0.545
H -0.58 -1.44 2.59 0.405
H -1.92 -1.22 0.57 0.480
H -1.77 -0.68 -1.48 0.141
H -4.15 1.76 -2.87 0.622
C -5.53 1.67 -5.19 -1.570
H -5.62 1.61 -6.27 0.381
H -6.51 1.49 -4.76 0.294
H -5.23 2.68 -4.91 0.368
H -4.73 -0.64 -6.36 0.391
H -2.32 -3.28 -5.23 0.334
H -3.97 -3.24 -5.86 0.334
H -2.69 -2.38 -6.71 0.346
```

Entry 3:
Density functional theory data (ωB97M-V/def2-TZVPD) for a molecular structure, C26H39IrN5O4P2Se2.

The calculation puts the LUMO energy at -3.56 eV. As for the gap between HOMO and LUMO: 0.273 hartree. As for the total charge: +1.

The geometry in XYZ format:
```
79
Properties=species:S:1:pos:R:3:mulliken_charge:R:1
Ir 0.21 0.53 -0.55 1.723
Se 2.67 0.53 -0.50 -0.343
P 2.52 2.71 -0.47 1.013
Se 0.31 2.89 -0.39 -0.379
C 3.31 3.47 0.95 0.621
C 4.70 3.55 0.96 -0.410
C 5.35 4.10 2.05 -0.700
C 4.61 4.57 3.13 -0.436
C 3.23 4.49 3.12 -0.662
C 2.57 3.94 2.03 -0.309
C 3.20 3.52 -1.92 0.548
C 3.36 4.90 -1.90 -0.441
C 3.83 5.55 -3.02 -0.686
C 4.15 4.83 -4.16 -0.427
C 3.99 3.45 -4.19 -0.654
C 3.51 2.79 -3.07 -0.364
H 5.28 3.19 0.11 0.377
H 6.43 4.16 2.06 0.410
H 5.12 5.00 3.98 0.402
H 2.66 4.86 3.96 0.408
H 1.49 3.87 2.03 0.224
H 3.13 5.47 -1.00 0.391
H 3.96 6.63 -3.01 0.403
H 4.52 5.34 -5.04 0.399
H 4.24 2.89 -5.08 0.412
H 3.37 1.71 -3.08 0.330
C -2.81 -0.93 -2.98 -1.346
N -2.82 -1.33 -1.57 1.325
C -3.04 -2.75 -1.34 -0.779
P -3.00 -0.15 -0.46 -1.116
O -1.89 0.89 -0.50 -1.134
N -4.41 0.64 -0.79 0.523
C -5.56 0.00 -1.40 -0.953
C -4.71 1.86 -0.06 -1.008
N -3.02 -0.86 1.02 1.161
C -4.26 -1.50 1.47 -1.038
C -2.16 -0.41 2.11 -1.247
H -3.67 -1.35 -3.50 0.425
H -1.90 -1.28 -3.46 0.321
H -2.85 0.15 -3.06 0.379
H -4.03 -3.07 -1.67 0.310
H -2.92 -2.99 -0.28 -0.075
H -2.30 -3.33 -1.90 0.366
H -5.27 -0.91 -1.92 0.257
H -6.01 0.68 -2.13 0.344
H -6.33 -0.25 -0.66 0.313
H -3.79 2.34 0.27 0.213
H -5.34 1.66 0.82 0.269
H -5.25 2.55 -0.71 0.388
H -4.87 -1.81 0.63 0.307
H -4.85 -0.83 2.10 0.287
H -4.01 -2.39 2.06 0.340
H -1.27 0.09 1.72 0.131
H -1.83 -1.26 2.71 0.396
H -2.69 0.29 2.77 0.326
C 3.17 -3.21 1.01 -1.014
C 2.07 -3.83 1.85 -1.456
C 0.62 -3.59 1.33 2.391
C -0.38 -4.33 2.22 -1.735
C -1.83 -4.12 1.79 -0.635
C 0.54 -4.18 -0.07 -0.247
O 0.53 -5.36 -0.29 -0.593
N 0.52 -3.28 -1.14 0.275
C 0.40 -1.95 -0.94 0.034
O 0.30 -1.10 -1.88 -0.781
N 0.36 -1.38 0.25 0.629
C 0.35 -2.08 1.43 -0.550
O 0.19 -1.54 2.50 -0.629
H 4.14 -3.41 1.47 0.529
H 3.07 -2.13 0.94 0.029
H 3.21 -3.63 0.00 0.271
H 2.10 -3.43 2.86 0.468
H 2.20 -4.91 1.91 0.479
H -0.22 -3.98 3.25 0.507
H -0.12 -5.39 2.19 0.504
H -2.09 -3.06 1.79 -0.275
H -2.51 -4.63 2.48 0.510
H -2.01 -4.53 0.79 0.421
H 0.53 -3.65 -2.08 0.333
```

Entry 4:
Density functional theory data (ωB97M-V/def2-TZVPD) for a single C3H2ClNO molecule.

The SMILES is Clc1cnoc1. The calculation puts the LUMO energy at 0.86 eV. As for the gap between HOMO and LUMO: 0.403 hartree. As for the total charge: 0.

The geometry in XYZ format:
```
8
Properties=species:S:1:pos:R:3:mulliken_charge:R:1
C 0.24 -0.02 -0.03 0.212
C -0.64 1.10 -0.01 -0.205
C -0.55 -1.08 0.04 -0.235
H -0.40 2.14 0.12 0.398
H -0.41 -2.12 0.21 0.436
N -1.90 0.70 0.04 -0.287
O -1.82 -0.66 -0.06 -0.133
Cl 2.02 0.02 0.00 -0.187
```

Maximum force
In order: 0.1557; 0.0086; 0.0172; 0.0561
Unit: hartree/bohr